Computed, not measured: a molecular structure, C31H36ClCrN7O3P, with wB97M-V/def2-TZVPD.

Geometry as XYZ:
```
80
Properties=species:S:1:pos:R:3:mulliken_charge:R:1
C -0.733 1.215 -3.550 -0.24
C -0.347 -1.531 -0.552 0.53
C 4.192 -0.400 0.990 -0.98
H 1.920 -5.202 -1.616 0.42
C 0.426 0.589 4.220 -0.85
Cr -0.881 0.579 -0.773 -0.38
N 1.659 0.521 3.452 0.67
H 3.742 0.305 3.624 0.36
C 0.521 -4.577 -3.149 -1.16
C -1.936 -3.580 -0.596 0.19
H 0.408 -0.228 4.946 0.35
C 3.305 2.840 2.087 -1.02
H -4.304 3.679 3.048 0.43
H 0.015 2.639 -6.516 0.40
H 0.357 -1.468 0.272 -0.57
H 0.513 0.611 -5.186 0.43
H -4.917 3.100 0.665 0.51
N -1.994 1.879 -1.761 0.40
C -3.566 -3.786 1.158 0.41
C 2.298 2.403 -0.090 -0.99
H 1.491 -2.004 2.242 0.38
N -1.777 1.916 0.688 0.47
H -1.491 -3.998 -1.484 0.25
H -3.320 -5.206 -0.422 0.46
C -1.924 3.303 -3.816 -0.73
H 4.338 2.683 1.756 0.29
N 0.506 -2.077 -1.670 0.46
H 3.232 2.601 3.145 0.30
H -0.829 -3.536 -4.474 0.53
C -3.009 2.270 0.270 0.29
H -0.376 2.249 2.154 0.84
C -2.977 -4.274 0.006 -1.42
O -4.171 2.687 -1.766 -0.69
H -0.427 0.478 3.558 0.19
H 4.885 -0.638 1.807 0.35
N 2.810 -0.625 1.370 0.87
O -1.575 -1.102 -4.411 -0.70
H 0.542 -5.507 -3.695 0.38
H 3.264 2.259 -0.586 0.33
C -1.612 2.177 -3.066 0.52
C -0.258 -2.295 -2.902 -0.16
H -2.613 4.041 -3.428 0.46
C -0.149 1.374 -4.797 -0.31
C 2.530 -1.950 1.915 -1.35
C -1.473 -2.376 -0.062 1.27
H 2.801 -0.567 4.844 0.29
H 2.978 1.189 4.956 0.44
H -3.614 -2.203 2.599 0.45
H 0.347 1.534 4.767 0.25
P 1.739 0.580 1.802 -1.06
C 2.857 0.355 4.257 -1.39
Cl -4.838 -4.680 1.929 -0.24
H 1.114 -1.271 -1.864 0.44
C -2.270 3.026 2.753 -0.91
H -1.564 4.330 -5.657 0.38
H 3.185 -2.181 2.763 0.33
H 3.065 3.898 1.959 0.35
C -3.168 2.260 -1.226 0.11
C -1.328 3.459 -5.058 -0.60
C -3.591 3.223 2.375 -0.44
O 0.411 0.365 1.167 0.51
C -0.442 2.507 -5.543 -0.80
H 2.009 3.451 -0.196 0.36
C 1.298 -4.393 -1.979 -0.11
C -3.947 2.873 1.084 -0.81
N 2.353 2.050 1.327 0.57
C -3.140 -2.587 1.705 -1.40
H -1.903 3.379 3.707 0.43
C -2.104 -1.902 1.099 -0.04
C -0.221 -3.496 -3.580 -0.21
H 2.684 -2.717 1.154 0.39
C -0.862 -1.105 -3.414 -0.19
C 1.310 -3.239 -1.281 -0.03
H 4.451 -1.034 0.138 0.28
H 1.929 -3.067 -0.413 -0.24
H 4.339 0.637 0.694 0.25
H 1.554 1.795 -0.600 0.10
N -0.555 0.089 -2.696 0.85
H -1.762 -0.967 1.535 0.19
C -1.411 2.374 1.889 -0.70
```

Results
E_HOMO (spin up / spin down): -0.22026 / -0.22075 Eh
LUMO (spin up / spin down): -0.68 / -0.53 eV
expectation value of S²: 0.80
multiplicity: 2
net charge: 0
energy above the lowest of the compared OMol25 structures with the same formula, charge and spin: 461.2 kJ/mol

=====

Computed, not measured: a molecular structure, C31H36ClIMnN2O3Si2Te, with wB97M-V/def2-TZVPD.

Geometry as XYZ:
```
78
Properties=species:S:1:pos:R:3:mulliken_charge:R:1
H 0.493 1.292 3.968 0.43
H -1.451 1.212 5.491 0.41
C 6.231 2.809 0.608 -0.99
O 0.460 0.733 1.482 -0.61
H 2.971 -1.375 2.203 0.45
C 6.264 -2.583 0.239 -1.04
H 0.142 -5.189 -1.239 0.43
C -3.361 -0.260 -3.744 -0.98
H 6.517 2.708 1.658 0.31
Cl -4.180 0.552 5.055 -0.25
H -0.195 -1.010 -6.173 0.42
H 2.935 3.883 -1.439 0.31
C -0.591 0.692 2.216 0.25
H 5.960 -2.231 -0.749 0.34
H 6.463 1.869 0.104 0.30
C -0.488 1.018 3.601 -0.76
C 1.537 -0.620 -3.299 -0.04
Si 4.800 -2.863 1.376 0.03
C 5.401 -3.513 3.026 -1.08
O 0.601 -2.166 1.234 -0.72
C 3.968 3.539 -1.346 -1.03
H -0.699 -6.241 3.517 0.39
H -0.392 -7.523 -0.561 0.38
C 0.036 -4.427 0.749 0.03
C -1.562 0.971 4.442 -0.56
C -0.039 -5.437 -0.201 -0.32
H 4.627 5.641 1.091 0.32
H 5.874 -4.491 2.911 0.33
C -0.510 -6.013 2.477 -0.57
C -2.194 0.074 0.372 0.41
H 4.072 2.629 -1.943 0.33
H 6.137 -2.837 3.468 0.31
H -2.612 -0.691 -5.697 0.40
C 3.590 -4.058 0.607 -0.53
N -1.341 0.035 -0.598 0.28
C -2.989 0.306 2.637 -0.96
C 4.045 4.790 1.453 -1.08
C -1.893 0.344 1.743 0.45
H 6.955 -1.846 0.653 0.31
H -3.967 0.036 2.258 0.42
Si 4.419 3.253 0.450 0.19
H 2.154 -1.050 -5.320 0.42
H -0.135 -3.923 2.816 0.44
Te 3.583 0.021 0.032 -0.17
N 0.579 -0.389 -2.439 0.15
H 6.814 -3.517 0.104 0.32
H -4.394 -0.194 -4.056 0.38
H -3.855 0.178 -1.703 0.36
O 0.458 -2.741 -0.884 -0.70
C 3.365 1.851 1.117 -0.53
H 4.036 -5.048 0.496 0.49
C -0.712 -0.380 -2.874 0.06
I -1.038 -8.963 2.094 0.08
H 2.989 5.060 1.391 0.33
H 4.613 4.297 -1.796 0.35
C -1.031 -0.587 -4.230 0.89
H 4.579 -3.624 3.736 0.33
C 3.939 -1.219 1.724 -0.90
H 2.549 -0.625 -2.908 0.42
C -2.380 -0.531 -4.652 -0.87
H 4.569 -0.616 2.382 0.62
Mn 0.744 -0.502 -0.162 0.35
C -0.576 -7.013 1.517 0.00
C -2.830 0.606 3.957 0.05
C 0.031 -0.839 -5.128 -0.64
C -0.340 -6.735 0.177 -0.57
H 3.258 -3.728 -0.382 0.24
H 2.299 2.078 1.124 0.12
C 0.378 -3.027 0.334 1.01
H 6.861 3.585 0.168 0.34
C -0.199 -4.720 2.087 -0.10
H 4.292 4.646 2.507 0.31
H -3.253 -0.101 0.171 0.15
H 3.626 1.585 2.144 0.57
C -3.049 -0.056 -2.384 -0.69
C 1.313 -0.860 -4.669 -1.03
C -1.755 -0.142 -1.928 0.76
H 2.701 -4.158 1.234 -0.06
```

Results
E_HOMO (spin up / spin down): -0.27192 / -0.27744 Eh
LUMO (spin up / spin down): -0.60 / -0.64 eV
expectation value of S²: 8.75
multiplicity: 6
net charge: 0
energy above the lowest of the compared OMol25 structures with the same formula, charge and spin: 0.0 kJ/mol

=====

Computed, not measured: a molecular structure, C31H36InN4S, with wB97M-V/def2-TZVPD.

Geometry as XYZ:
```
73
Properties=species:S:1:pos:R:3:mulliken_charge:R:1
H 4.850 1.757 -3.790 0.45
H -1.850 -5.248 4.600 0.35
H 1.022 -1.358 2.820 0.26
C -0.050 2.148 -3.565 -0.59
In 0.220 0.120 -0.883 0.59
C -3.742 -1.847 -1.171 -0.28
H -1.563 -6.537 3.417 0.29
H -4.564 -2.112 2.496 0.41
H -0.605 2.413 -0.795 0.35
H -3.279 -3.752 3.437 0.27
H 1.712 3.689 -5.971 0.34
H 3.322 3.840 1.348 0.34
C -3.549 -0.802 -2.030 -1.06
S 4.757 -0.670 -3.086 -0.21
C 4.328 1.029 -3.211 -0.58
C 0.419 2.838 1.543 0.09
N 2.620 0.144 -1.905 0.18
C 3.380 -0.936 -2.096 -0.11
H 2.704 2.245 -2.313 0.43
H 2.394 3.769 -0.168 0.33
H 3.914 0.856 2.523 0.32
H -0.192 -5.587 4.022 0.36
N 0.298 4.577 -3.097 -0.65
H 0.394 1.546 -5.564 0.36
C -0.134 4.066 1.072 -1.30
N -2.436 -2.183 -0.717 0.38
H -1.157 4.295 1.350 0.38
C 1.152 3.544 -5.063 -0.46
C 0.234 -0.613 2.970 -1.19
C 0.142 -3.606 -0.701 -1.71
C 0.591 0.682 2.344 0.57
H 1.083 -3.145 -0.382 0.10
C 1.056 4.627 -4.154 -0.34
C -1.248 -5.527 3.725 -1.50
C -0.535 -4.428 1.558 -0.82
C -1.766 1.760 2.412 -1.13
H -0.711 1.339 -3.273 0.69
C 3.176 1.289 -2.463 -0.57
H 0.585 4.885 0.962 0.45
H 2.960 -0.629 2.529 0.40
C 1.885 1.095 1.899 0.43
H -0.240 -3.010 -1.546 0.36
C -2.093 -3.020 0.374 0.47
N -2.327 -0.983 -2.622 -0.57
H -4.706 -1.964 0.751 0.34
C 0.036 3.273 -2.636 -0.22
C -3.995 -1.929 1.585 -1.39
C 2.817 3.160 0.640 -1.91
H 0.409 -4.612 -1.060 0.48
H -3.585 -0.908 1.656 0.10
C -1.458 -4.542 2.599 1.00
C 1.770 2.384 1.334 1.39
H -0.701 -1.011 2.546 -0.07
C -2.925 -2.952 1.501 1.06
H 3.519 0.066 0.982 0.14
H -1.922 2.136 3.436 0.28
C 0.062 3.183 -1.225 -0.04
C -1.577 -1.397 -1.509 -0.66
C -0.842 -3.686 0.400 1.22
H -4.626 -2.471 -1.056 0.63
H 1.583 5.589 -4.301 0.34
H 3.158 -1.913 -1.659 0.28
H 0.431 -4.933 1.632 0.34
H 3.589 2.508 0.209 0.32
H -0.202 4.132 -0.561 -0.09
H 0.080 -0.498 4.059 0.32
C -0.319 1.738 2.106 0.68
H -2.323 2.417 1.733 0.41
C 0.508 2.339 -4.800 -0.50
C -2.608 -3.760 2.591 -1.18
C 3.131 0.303 1.983 -1.39
H -2.210 0.759 2.359 -0.07
H -4.248 0.027 -2.129 0.32
```

Results
E_HOMO: -0.11610 Eh
LUMO: 2.18 eV
net charge: -1

=====

Quick rundown of E, same order as above: -3657.8557; -4294.2118; -2009.9364 hartree